[1]
Molecular formula: C95H210N16O18
Method: DFT, ωB97M-V/def2-TZVPD

Computed properties:
E_LUMO ... -5.8087 eV
HOMO level ... -13.309 eV
Frontier orbital gap ... 7.500 eV
Total charge ... +4

Geometry as XYZ:
```
339
C95H210N16O18 ωB97M-V/def2-TZVPD
C -4.67200 -2.17991 -3.43974
C -4.05279 -3.19553 -4.41643
C -2.69224 -3.73571 -3.94969
N -2.04525 -4.65651 -5.02058
C -2.90854 -5.88135 -5.36257
C -1.67989 -3.80598 -6.28814
C -0.43203 -4.39203 -6.87347
C 0.23787 -5.16766 -5.71041
C -0.65643 -5.18240 -4.50989
H -5.27121 -2.61541 -2.64013
H -5.30505 -1.46753 -3.96875
H -3.88457 -1.61068 -2.94573
H -4.08528 -2.72678 -5.39996
H -4.83358 -3.94561 -4.54231
H -2.84075 -4.33226 -3.04959
H -1.91443 -3.00071 -3.74263
H -3.08773 -6.42916 -4.43742
H -2.52926 -6.52055 -6.15986
H -3.86212 -5.50995 -5.73786
H -2.47094 -3.82474 -7.03780
H -1.53706 -2.77625 -5.96049
H -0.61416 -5.02959 -7.73859
H 0.23375 -3.64025 -7.29733
H 0.67096 -6.09997 -6.07282
H 1.10864 -4.66850 -5.28532
H -0.67362 -6.16726 -4.04313
H -0.30531 -4.49873 -3.73697
C 5.11203 -1.48431 9.82766
C 4.91939 -1.26178 8.30685
C 6.26886 -1.37252 7.50714
N 6.23361 -1.32104 5.93766
C 5.81907 -2.73522 5.46276
C 7.61916 -1.00400 5.35473
C 7.52758 0.32823 4.58893
C 6.03826 0.39127 4.24473
C 5.23995 -0.25987 5.32988
H 4.21655 -1.63907 10.42954
H 5.75889 -0.72659 10.26985
H 5.67940 -2.39683 10.01071
H 4.57048 -0.24506 8.12621
H 4.13579 -1.98306 8.07482
H 6.73738 -2.32379 7.75948
H 6.96251 -0.64497 7.92858
H 6.37555 -3.50648 5.99529
H 6.01429 -2.65046 4.39374
H 4.74670 -2.88401 5.58918
H 8.12620 -1.81902 4.83825
H 8.27067 -0.80379 6.20535
H 8.12457 0.44532 3.68450
H 7.73050 1.20183 5.20839
H 5.93553 -0.15680 3.30816
H 5.72133 1.42653 4.11875
H 4.37104 -0.72305 4.86239
H 5.11804 0.51858 6.08305
C 6.95992 -1.03187 -7.71987
C 5.53475 -0.59842 -8.06275
C 4.42581 -1.43873 -7.31699
N 2.94919 -0.91391 -7.62700
C 2.51647 -1.14413 -9.07487
C 2.53578 0.54343 -7.24601
C 2.26112 0.50036 -5.70513
C 2.08739 -0.98241 -5.26393
C 2.06092 -1.78845 -6.63095
H 7.09129 -0.89500 -6.64651
H 7.74940 -0.49737 -8.24820
H 7.14137 -2.10569 -7.76558
H 5.24074 -0.61267 -9.11225
H 5.50088 0.47471 -7.87473
H 4.37648 -1.39513 -6.22897
H 4.47355 -2.50467 -7.53967
H 2.85415 -2.15610 -9.29844
H 3.05829 -0.46810 -9.73632
H 1.43752 -1.11965 -9.22772
H 1.62590 0.69300 -7.82727
H 3.25496 1.27997 -7.60432
H 1.31909 1.00546 -5.49173
H 2.90401 1.13240 -5.09251
H 1.16214 -0.95817 -4.68823
H 2.89408 -1.33112 -4.61914
H 1.02244 -1.77852 -6.96197
H 2.46463 -2.77701 -6.41215
C -5.96577 2.50588 3.82736
C -5.24436 3.88813 3.66452
C -4.93905 4.01372 2.07303
N -4.69591 5.48574 1.64099
C -3.22328 5.81087 2.20625
C -4.85046 5.70973 0.14207
C -5.13493 7.18774 -0.04968
C -5.48292 7.70566 1.27691
C -5.71638 6.49262 2.16801
H -6.85885 2.43550 3.20644
H -6.33474 2.51237 4.85299
H -5.35133 1.60706 3.77544
H -4.29234 3.94691 4.19207
H -5.83237 4.71769 4.05716
H -5.83300 3.72404 1.52073
H -4.05927 3.49570 1.69125
H -2.53180 4.99096 2.01204
H -3.30283 6.04790 3.26718
H -2.99086 6.67611 1.58541
H -3.88115 5.48286 -0.30186
H -5.61756 5.05184 -0.26638
H -4.17848 7.59027 -0.38323
H -5.81741 7.46878 -0.85177
H -4.72673 8.28882 1.80246
H -6.35927 8.35294 1.31077
H -5.58676 6.78345 3.21047
H -6.72176 6.10371 2.00658
C -5.78369 1.34737 -5.32807
C -6.11921 2.79688 -5.73431
C -5.71117 3.91387 -4.66981
N -4.31712 4.57927 -4.70360
C -3.24533 3.42720 -4.70749
C -4.00340 5.53835 -3.50236
C -3.01734 6.52485 -4.08920
C -3.40575 6.66025 -5.53277
C -4.22812 5.51430 -5.99903
H -6.24889 1.09686 -4.37469
H -4.72743 1.14675 -5.14875
H -5.93409 0.54135 -6.04628
H -7.16779 2.84950 -6.02723
H -5.61525 3.06613 -6.66255
H -5.90192 3.51224 -3.67462
H -6.45100 4.71407 -4.64910
H -3.30265 2.88826 -3.76179
H -2.24321 3.81959 -4.88036
H -3.49004 2.79119 -5.55820
H -3.60542 4.93966 -2.68304
H -4.96922 5.95813 -3.22117
H -2.05768 6.01194 -4.02525
H -2.98263 7.45633 -3.52419
H -2.53766 6.83902 -6.16725
H -3.94133 7.59159 -5.71679
H -3.80436 4.95083 -6.83032
H -5.23552 5.87410 -6.20826
C 4.68365 -5.70531 8.65674
C 4.38464 -6.45082 7.27774
C 3.12479 -5.86521 6.54562
C 2.60493 -6.85236 5.42274
N 1.70071 -6.15885 4.34631
C 2.29798 -4.96433 3.62116
C 2.47925 -5.33455 2.10496
C 1.41223 -6.42980 1.91045
C 1.31931 -7.19012 3.26350
C 0.38416 -5.61324 4.97427
C -0.82849 -5.21670 4.02284
C -2.17542 -4.90636 4.71261
H 5.51342 -6.08368 9.25375
H 3.78450 -5.56500 9.25669
H 4.90380 -4.65633 8.45853
H 4.29920 -7.52616 7.43411
H 5.23307 -6.47811 6.59398
H 3.45817 -4.94294 6.06983
H 2.33116 -5.71538 7.27761
H 2.11233 -7.75674 5.77987
H 3.42286 -7.22632 4.80691
H 1.65465 -4.08755 3.69523
H 3.24124 -4.62021 4.04536
H 2.27195 -4.53382 1.39505
H 3.51684 -5.53715 1.83954
H 0.46586 -6.17772 1.43197
H 1.83355 -7.17926 1.24044
H 0.42288 -7.80212 3.36332
H 2.13321 -7.90895 3.35812
H 0.66169 -4.72826 5.54688
H -0.03745 -6.43763 5.54935
H -0.95747 -6.06643 3.35246
H -0.60325 -4.34094 3.41422
H -2.60911 -5.83435 5.08524
H -2.78512 -4.22697 4.11698
H -1.93919 -4.33168 5.60818
C 0.60054 9.94410 1.25439
C 0.00545 9.19201 2.49647
C 0.14432 7.69865 2.50629
C 1.56803 7.32535 2.69920
N 2.00153 6.03951 1.86160
C 1.02503 4.87229 2.08183
C 1.24741 4.25577 3.44802
C 2.68923 4.54313 3.78898
C 3.19625 5.36995 2.55840
C 2.24376 6.37433 0.32980
C 2.97369 5.30290 -0.50458
C 2.89048 5.57102 -1.98584
H 0.16036 10.94043 1.21366
H 0.14653 9.50987 0.36365
H 1.66745 10.16729 1.25546
H -1.04840 9.46915 2.52268
H 0.44371 9.64434 3.38609
H -0.41049 7.23659 1.68972
H -0.50336 7.26977 3.27093
H 1.69731 7.16162 3.76905
H 2.22669 8.09388 2.29469
H 1.37526 4.21208 1.28838
H -0.00013 5.20811 1.92572
H 1.19376 3.16809 3.40139
H 0.55103 4.57205 4.22463
H 3.29920 3.66451 3.99888
H 2.79890 5.13795 4.69577
H 3.60361 4.67175 1.82718
H 3.97761 6.12979 2.57315
H 2.78311 7.30633 0.49884
H 1.22137 6.64128 0.06232
H 2.70979 4.28421 -0.22044
H 4.02575 5.37356 -0.22839
H 1.89225 5.67237 -2.41171
H 3.33308 4.80272 -2.61981
H 3.39045 6.49207 -2.28550
C 6.41717 -4.82763 1.84908
C 5.64028 -3.53881 1.58995
C 4.96175 -3.46449 0.15901
C 6.13057 -3.16265 -0.81549
N 5.51166 -2.90200 -2.25091
C 6.77529 -2.69649 -3.19097
C 6.60926 -3.61334 -4.33465
C 5.15423 -4.04814 -4.39668
C 4.80929 -4.13519 -2.87967
C 4.68781 -1.57962 -2.40195
C 5.23633 -0.35944 -1.70576
C 4.33584 0.88695 -1.94131
H 7.47985 -4.59533 1.91870
H 6.21275 -5.68690 1.21035
H 6.20671 -5.35255 2.78088
H 6.25238 -2.66775 1.82382
H 4.83550 -3.55977 2.32479
H 4.28538 -2.61044 0.12413
H 4.33870 -4.31975 -0.10260
H 6.72509 -4.06107 -0.98130
H 6.81039 -2.38688 -0.46317
H 6.71747 -1.71719 -3.66607
H 7.76399 -2.86020 -2.76229
H 6.75400 -3.16584 -5.31795
H 7.30048 -4.44187 -4.18020
H 4.56895 -3.33234 -4.97388
H 4.90754 -5.03670 -4.78396
H 3.72095 -4.15850 -2.82424
H 5.22588 -5.03360 -2.42424
H 3.69204 -1.84427 -2.04629
H 4.71520 -1.33171 -3.46303
H 6.24819 -0.13156 -2.04087
H 5.45080 -0.49735 -0.64600
H 4.87051 1.77799 -1.61228
H 3.39972 0.78291 -1.39272
H 4.13835 1.08382 -2.99504
C -3.41462 -3.65524 -0.20073
C -4.16529 -2.77679 0.82008
C -5.67496 -2.70301 0.85384
C -6.21110 -1.64167 1.79483
N -7.73863 -1.44472 1.75081
C -8.11440 -0.81498 0.39834
C -8.83807 0.52864 0.65540
C -8.98504 0.55433 2.09608
C -8.06560 -0.33806 2.79725
C -8.54548 -2.74515 2.01391
C -10.08002 -2.67187 1.99075
C -10.81361 -3.87484 2.52469
H -2.44855 -4.04179 0.12391
H -3.34145 -3.20643 -1.19135
H -3.93748 -4.59818 -0.36067
H -3.79580 -1.75446 0.73999
H -3.84722 -3.07953 1.81772
H -6.15404 -3.59872 1.24915
H -6.01063 -2.48887 -0.16084
H -5.72463 -0.70290 1.52992
H -5.97357 -1.89609 2.82776
H -8.66140 -1.59365 -0.13323
H -7.32204 -0.57427 -0.31041
H -9.74317 0.38545 0.06515
H -8.08010 1.22883 0.30424
H -10.01030 0.48532 2.45966
H -8.66692 1.57634 2.30197
H -8.63730 -0.83358 3.58193
H -7.14057 0.12782 3.13692
H -8.15873 -3.05924 2.98337
H -8.19595 -3.38908 1.20689
H -10.38309 -2.37390 0.98703
H -10.36625 -1.85995 2.65929
H -10.73665 -3.92926 3.61060
H -10.43361 -4.78526 2.06120
H -11.89195 -3.83816 2.37001
C 2.50348 -1.32053 2.60903
C 2.98137 -0.29013 1.59913
C 1.83566 0.66325 1.20270
C 0.74281 0.05426 0.28840
N -0.41374 0.97640 -0.09612
C -0.05452 2.11804 -1.14700
C -0.00461 1.44726 -2.58181
C -1.06279 0.39237 -2.52948
C -1.45027 0.25717 -0.99929
C -1.12339 1.68231 1.09328
C -1.66431 0.65376 2.15299
C -2.23669 1.35229 3.40688
H 1.97269 -0.86235 3.44356
H 3.27206 -2.04306 2.88348
H 1.66572 -1.93908 2.28708
H 3.26913 -0.67900 0.62237
H 3.86096 0.21825 1.99407
H 2.28391 1.50343 0.67234
H 1.38019 1.24337 2.00527
H 0.28988 -0.86225 0.66653
H 1.22918 -0.16502 -0.66210
H -0.78042 2.92596 -1.05520
H 0.83736 2.65674 -0.82692
H -0.11681 2.10895 -3.44069
H 0.96670 0.95290 -2.56532
H -1.95567 0.58197 -3.12524
H -0.68782 -0.56644 -2.88749
H -2.42246 0.72054 -0.83128
H -1.54220 -0.80708 -0.78244
H -1.89342 2.35844 0.72179
H -0.33922 2.36370 1.42326
H -0.99910 -0.17955 2.37925
H -2.48190 0.14703 1.64029
H -2.53854 0.66803 4.19983
H -3.07416 1.99079 3.12574
H -1.49946 2.06283 3.78068
N 1.56307 -1.37886 6.22161
O 2.16620 -0.36814 6.45378
O 2.11672 -2.35739 5.79198
O 0.35038 -1.43296 6.28808
N 5.78540 2.55473 1.33273
O 6.74980 1.96833 0.85482
O 4.66143 2.63366 0.78144
O 5.86884 3.10164 2.45219
N -1.98623 -0.07217 -6.42635
O -3.11755 -0.43937 -6.29160
O -1.57899 0.91170 -5.80607
O -1.22527 -0.70508 -7.18936
N -5.00513 1.82655 -0.83258
O -4.14900 2.65687 -1.05665
O -5.91154 1.62622 -1.64925
O -4.97054 1.25044 0.24151
N -0.92483 5.92726 -1.29613
O -0.99113 5.39104 -0.23031
O -1.60243 6.98126 -1.43343
O -0.41347 5.41959 -2.23011
N 0.95306 -2.85731 -1.55435
O 1.45594 -2.81065 -2.66787
O 1.66382 -2.89250 -0.59872
O -0.22265 -3.08432 -1.49516
```

=====

[2]
Molecular formula: C7H7ClN2
Method: DFT, ωB97M-V/def2-TZVPD

Computed properties:
E_LUMO ... 0.3537 eV
HOMO level ... -8.298 eV
Energy relative to the best compared isomer or geometry (same formula, charge and spin) ... 332.1 kJ/mol
Frontier orbital gap ... 8.652 eV
SMILES string ... CN1C=CC(Cl)=C[C@@H]1C#N

Geometry as XYZ:
```
17
C7H7ClN2 ωB97M-V/def2-TZVPD
C -0.99514 0.24248 -1.66182
C 1.72118 0.39212 0.93979
C 1.35752 -0.74311 -1.24788
C 0.35644 0.48579 1.21075
C 2.16980 -0.17438 -0.40505
C -0.38563 -0.71027 -0.79885
C -1.94622 0.09664 0.87207
N -1.65887 0.97369 -2.28822
N -0.57961 -0.28492 0.59628
Cl 3.86516 0.08327 -0.65287
H 2.29277 1.00278 1.54813
H 1.68412 -1.36909 -2.06979
H -0.10442 0.94993 2.06779
H -0.81253 -1.69278 -1.00534
H -2.12911 -0.13135 1.93994
H -2.23276 1.22512 0.78573
H -2.60271 -0.34591 0.16935
```

=====

[3]
Molecular formula: C22H15Br2F5N5O2PtSTe
Method: DFT, ωB97M-V/def2-TZVPD

Computed properties:
E_LUMO (spin up / spin down) ... -3.8561 / -5.8208 eV
HOMO level (spin up / spin down) ... -11.108 / -11.011 eV
Energy relative to the best compared isomer or geometry (same formula, charge and spin) ... 314.1 kJ/mol
Spin multiplicity ... 5
Frontier orbital gap (spin up / spin down) ... 7.252 / 5.190 eV
Total charge ... +1

Geometry as XYZ:
```
54
C22H15Br2F5N5O2PtSTe ωB97M-V/def2-TZVPD
Pt 0.27889 -0.65981 0.46072
N 4.53609 0.12849 -0.37278
C 3.24649 0.22139 -0.04928
S 2.66369 -0.76001 1.27632
N 2.50199 1.10689 -0.65388
N 1.22269 1.17949 -0.45898
C 0.50339 2.25879 -0.49538
C 1.07229 3.59929 -0.64978
C 0.51339 4.68289 0.03692
C 1.00839 5.95629 -0.16068
C 2.06149 6.16789 -1.03668
C 2.65729 5.09069 -1.67468
C 2.17909 3.81029 -1.47448
C -0.93531 2.08669 -0.29788
C -1.86721 3.06219 -0.66448
C -3.19641 2.89289 -0.32038
C -3.57031 1.75379 0.37672
C -2.60351 0.79429 0.64112
N -1.33811 0.94969 0.29012
H 5.12849 -0.52891 0.10562
H 4.90949 0.69349 -1.11818
H -0.28441 4.51999 0.74482
H 0.57769 6.78599 0.37672
H 2.42519 7.16829 -1.21078
H 3.49799 5.24999 -2.33118
H 2.63869 2.97529 -1.98018
H -1.54551 3.93429 -1.21038
H -3.92741 3.64249 -0.58088
H -4.58681 1.60179 0.69952
H -2.86331 -0.11891 1.15772
Br 3.35219 -4.76641 -0.16808
C 1.49829 -4.67621 -0.40078
C 0.71859 -5.82291 -0.41738
C -0.64811 -5.75021 -0.60308
Br -1.64501 -7.34551 -0.63448
C -1.29841 -4.49461 -0.76978
C -2.67421 -4.31631 -0.98798
C -3.17611 -3.04671 -1.14938
C -2.31461 -1.95421 -1.04878
N -1.02941 -2.09521 -0.80008
C -0.50581 -3.32621 -0.69768
C 0.93799 -3.37991 -0.55158
O 1.61299 -2.32031 -0.59328
H 1.18729 -6.78781 -0.29058
H -3.32881 -5.17331 -1.03278
H -4.22481 -2.88881 -1.33918
H -2.67561 -0.94471 -1.17898
F -1.66931 -1.87391 1.97082
Te -0.30321 -1.40841 3.32192
F 0.69429 -2.68361 2.21852
F -0.91781 -3.04231 4.07402
F 1.09969 -1.59491 4.58282
F -1.72671 -0.72571 4.39532
O 0.13229 0.17219 2.67492
```

=====

[4]
Molecular formula: C25H37F3N3O6PSiV
Method: DFT, ωB97M-V/def2-TZVPD

Computed properties:
E_LUMO (spin up / spin down) ... -1.2417 / -1.2506 eV
HOMO level (spin up / spin down) ... -6.960 / -7.246 eV
Energy relative to the best compared isomer or geometry (same formula, charge and spin) ... 0.0 kJ/mol
Spin multiplicity ... 4
Frontier orbital gap (spin up / spin down) ... 5.718 / 5.996 eV

Geometry as XYZ:
```
77
C25H37F3N3O6PSiV ωB97M-V/def2-TZVPD
V 0.01167 -0.81493 -0.80273
C 0.29861 -3.32753 -3.25290
Si -0.74124 -3.08192 -1.67460
C -0.44403 -4.61635 -0.59010
C -2.55652 -3.19520 -2.24359
H 0.16073 -4.33553 -3.65785
H 1.36483 -3.18393 -3.06510
H 0.00078 -2.62708 -4.03972
H -0.89979 -5.49770 -1.05195
H -0.87926 -4.50806 0.40728
H 0.62077 -4.82152 -0.46270
H -2.75824 -4.15026 -2.73866
H -2.79622 -2.39726 -2.95222
H -3.25803 -3.11070 -1.40913
O 3.92482 -0.56221 -1.93151
C 2.96616 -0.11235 -1.34270
O 1.96487 -0.78040 -0.87101
C 2.91361 1.38875 -1.06514
C 4.09399 2.12104 -1.14803
C 4.06678 3.47612 -0.87192
C 2.91316 4.16026 -0.53082
C 1.76389 3.40041 -0.47395
C 1.74103 2.04071 -0.72580
N 0.48778 4.05570 -0.11696
O -0.46490 3.32785 0.11816
O 0.49188 5.25699 0.03169
N 5.32936 4.24370 -0.94673
O 5.28442 5.41649 -0.63821
O 6.33849 3.62958 -1.21363
H 5.01031 1.62321 -1.43005
H 2.91442 5.21905 -0.32620
H 0.78727 1.53578 -0.66468
F -3.94950 4.16388 -3.33256
C -3.11924 3.40413 -4.05522
F -2.15238 4.19737 -4.53881
F -3.81343 2.94376 -5.10968
C -2.54554 2.27693 -3.24725
C -1.40852 1.60907 -3.69164
C -0.91107 0.57000 -2.94368
N -1.44713 0.18597 -1.75842
C -2.57506 0.80492 -1.37355
C -3.14678 1.84423 -2.07968
H -0.91660 1.88607 -4.61411
H -0.04500 0.00878 -3.29009
H -3.00975 0.44520 -0.45204
H -4.04236 2.31675 -1.70262
C 1.53127 -2.84985 1.85651
C 0.29196 -2.26322 2.53854
C 0.52118 -2.17168 4.04911
P -0.29966 -0.73093 1.69128
C -2.09273 -0.57428 2.13608
C -2.90149 -1.57834 1.30295
C -2.52433 -0.70747 3.59763
C 0.57458 0.76761 2.35398
C 0.15449 1.34076 3.70518
C 2.09297 0.56456 2.29534
H 1.64023 -3.89977 2.13463
H 2.43455 -2.32738 2.17577
H 1.48200 -2.79330 0.76979
H -0.54100 -2.95404 2.35575
H 1.40657 -1.57574 4.26955
H 0.70131 -3.17238 4.44808
H -0.31796 -1.74203 4.59333
H -2.34249 0.43577 1.78398
H -2.85694 -2.57436 1.74894
H -2.53766 -1.66673 0.27708
H -3.95456 -1.28704 1.27419
H -2.39664 -1.73609 3.94028
H -3.59011 -0.47968 3.67644
H -1.99261 -0.05337 4.28057
H 0.31896 1.51967 1.59615
H 0.26960 0.61702 4.51224
H -0.87606 1.69220 3.69767
H 0.78899 2.19874 3.94083
H 2.44608 0.01436 3.16766
H 2.59443 1.53484 2.29883
H 2.40606 0.02241 1.40244
```

=====

Strongest force on any atom across the listed records, respectively: 5.4; 4.3; 5.9; 1.2 eV Å⁻¹.